# C21H100N2O33S2Y

C21H100N2O33S2Y as an isolated structure (the ωB97M-V functional and the def2-TZVPD basis, the OMol25 dataset).

E_tot	-116669.30504	eV
lowest unoccupied orbital energy	-1.6	eV
HOMO-LUMO gap	0.3813	Eh
largest force on an atom	4.0	eV Å⁻¹

```
! wB97M-V def2-TZVPD RIJCOSX def2/J DEFGRID3
* xyz 1 1
N 8.2595 -22.8991 6.1324
H 8.1615 -23.7500 5.5505
H 9.2038 -22.4739 6.0105
H 8.1460 -23.2679 7.0805
H 7.3792 -22.3700 5.8954
N 5.7721 -24.6626 3.5186
H 4.9466 -24.3144 2.9837
H 6.0308 -25.6365 3.2711
H 5.5551 -24.6293 4.5214
H 6.5779 -24.1068 3.3320
Y 5.7740 -19.9843 4.5398
S 7.6706 -21.2916 2.6393
O 8.0026 -20.9033 4.0244
O 6.1968 -20.9137 2.5079
O 8.5215 -20.6505 1.6592
O 7.7963 -22.7440 2.4660
S 4.4521 -22.0693 6.2607
O 4.6605 -22.7682 7.5091
O 5.6570 -22.2299 5.2842
O 3.1956 -22.4358 5.6292
O 4.5014 -20.5984 6.4935
O 12.8104 -24.1936 2.5310
H 12.6843 -24.2937 1.5879
H 13.2153 -25.0203 2.8610
O 10.5291 -22.5682 0.3573
H 10.0045 -21.8070 0.7078
H 9.9048 -23.1185 -0.0697
O 9.9135 -19.3064 6.0983
H 10.3992 -19.9092 6.6771
H 10.2337 -19.5490 5.2066
O 10.6284 -18.7610 3.2709
H 10.2054 -19.3918 2.6615
H 11.3963 -18.3906 2.8603
O 4.9724 -27.4634 2.8526
H 4.2624 -27.5349 2.2480
H 5.8542 -27.4934 2.3860
O 7.2515 -19.6584 6.4422
H 7.0434 -20.0677 7.3477
H 8.2587 -19.7251 6.4023
O 5.2899 -18.2742 2.6220
H 4.5538 -17.6155 2.4445
H 6.1284 -18.0704 2.1525
O 3.7009 -20.1721 3.6923
H 3.2851 -20.1519 2.7521
H 3.0254 -20.5212 4.3051
O 8.2076 -26.0823 5.1703
H 9.1399 -26.2374 5.0652
H 7.8878 -26.5028 6.0135
O 4.5559 -25.4597 6.4044
H 4.0497 -26.2891 6.3871
H 4.0527 -24.7937 6.9551
O 4.5805 -18.0669 5.5880
H 4.4529 -18.4683 6.4671
H 4.8647 -17.1618 5.7155
O 7.3650 -23.6792 8.5804
H 6.4578 -23.5220 8.3250
H 7.4422 -24.6405 8.6122
O 6.1369 -20.2259 8.8345
H 5.9307 -19.7866 9.6414
H 5.3336 -20.5558 8.3881
O 9.9111 -24.3854 3.6003
H 10.7703 -24.3494 3.2354
H 9.2308 -23.8972 3.0626
O 7.5445 -18.1252 4.0155
H 8.1094 -17.8770 3.2625
H 8.1666 -18.2605 4.7585
O 7.5839 -26.8893 2.3505
H 8.1907 -26.7515 3.1009
H 7.8803 -26.2012 1.7070
O 4.7940 -21.2997 0.2683
H 5.1921 -20.9143 -0.4910
H 5.4813 -21.1597 0.9869
O 13.1205 -22.1296 4.4244
H 13.9548 -21.7103 4.2826
H 13.0896 -22.8939 3.7408
C 7.4351 -27.2711 10.0800
C 7.8127 -27.3635 8.5288
C 7.4853 -28.7463 8.0283
O 7.1146 -26.3231 7.7631
H 7.8935 -28.1411 10.5741
H 6.3526 -27.3728 10.1853
H 7.6607 -26.3903 10.5364
H 8.8775 -27.1508 8.3654
H 8.1954 -29.5182 8.4070
H 7.3753 -28.7519 6.9103
H 6.4747 -29.0241 8.4390
H 6.1213 -26.4370 7.7265
C 1.8399 -24.1450 1.4833
C 2.0658 -24.0142 2.9534
C 2.1221 -25.4445 3.5689
O 3.3950 -23.4182 2.9876
H 0.8337 -24.4525 1.2873
H 2.4802 -24.9009 1.0972
H 2.0226 -23.1619 0.9894
H 1.3040 -23.3695 3.3790
H 1.9700 -25.4215 4.6629
H 3.0090 -26.0196 3.3297
H 1.4052 -26.1009 3.0593
H 3.5913 -23.1667 3.9297
C 9.2974 -18.3430 -0.7917
C 8.9215 -17.1923 0.2303
C 8.2803 -15.9564 -0.4152
O 8.0080 -17.7279 1.1678
H 9.2746 -19.3159 -0.2575
H 10.3294 -18.2943 -1.1195
H 8.6695 -18.2622 -1.6660
H 9.8703 -17.0241 0.7066
H 8.9055 -15.4047 -1.1345
H 8.1614 -15.1699 0.3388
H 7.2909 -16.1886 -0.8091
H 8.1442 -18.6961 1.1461
C 7.1803 -26.1659 -1.5458
C 6.9300 -24.8295 -0.7243
C 5.5494 -24.6485 -0.1361
O 7.9810 -24.7508 0.2661
H 8.1999 -26.0806 -1.8778
H 6.5653 -26.2690 -2.4240
H 7.1673 -27.1248 -0.9461
H 7.0417 -23.9864 -1.4290
H 5.6695 -23.7472 0.4791
H 5.2242 -25.5153 0.4459
H 4.8502 -24.3701 -0.9427
H 7.9900 -23.8673 0.6732
C 1.6706 -19.5854 -0.7704
C 1.9700 -18.9718 0.6012
C 0.6460 -18.6338 1.3293
O 2.5475 -20.0056 1.3558
H 2.6003 -19.8935 -1.3283
H 1.2352 -18.8469 -1.4353
H 0.9922 -20.4941 -0.6210
H 2.6856 -18.1414 0.5274
H 0.1930 -19.6209 1.5778
H -0.0443 -18.1191 0.6136
H 0.8741 -18.0526 2.2360
H 3.2604 -20.5166 0.8595
C 11.8491 -21.3505 8.5264
C 11.7252 -22.3881 7.3811
C 11.1322 -23.7777 7.7390
O 10.9959 -21.7594 6.3365
H 12.3732 -21.7807 9.4019
H 10.8921 -20.9469 8.7682
H 12.4264 -20.4586 8.1470
H 12.7685 -22.4939 7.0333
H 10.8764 -24.2266 6.7507
H 10.1673 -23.5332 8.2759
H 11.6360 -24.5395 8.3318
H 11.4731 -21.8611 5.5208
C 3.6208 -14.3693 2.5343
C 3.3153 -15.6428 3.2722
C 2.1603 -15.5330 4.3174
O 3.0841 -16.6474 2.3267
H 3.9624 -13.5238 3.1632
H 2.6988 -13.9602 2.1469
H 4.3268 -14.4491 1.6806
H 4.3232 -15.9147 3.6995
H 1.2674 -15.1871 3.7972
H 2.4165 -14.8083 5.0327
H 1.9802 -16.4364 4.8704
H 2.3875 -16.3615 1.7568
*
```


# C9H18F2N

An isolated ion of composition C9H18F2N and charge +1 (the ωB97M-V functional and the def2-TZVPD basis, the OMol25 dataset).

E_tot	-16540.14406	eV
SMILES	C=C([C@@H](C)C(F)F)[NH+](CC)CC
lowest unoccupied orbital energy	-2.8	eV
HOMO-LUMO gap	0.4381	Eh
largest force on an atom	4.0	eV Å⁻¹

```
! wB97M-V def2-TZVPD RIJCOSX def2/J DEFGRID3
* xyz 1 1
C -0.0412 -0.2644 -1.0625
C 2.6007 -1.4175 -0.1269
C -1.1751 2.2312 1.6040
C -1.9955 -1.6544 0.8074
C -0.9214 -0.4228 -2.0062
C 2.2023 0.8570 -1.4200
C -1.3286 1.3809 0.2636
C -0.8232 -0.7537 1.2148
C 1.5286 -0.5028 -1.1824
N -0.3398 0.2755 0.3092
F 2.1387 -2.6905 0.1853
F 2.5546 -0.7943 1.0849
H -0.6712 1.8182 2.4549
H -0.5170 3.0940 1.4357
H -2.0647 2.6108 1.9908
H -2.1395 -2.5516 1.4120
H -3.0033 -1.1435 0.6765
H -1.7651 -1.9291 -0.1603
H -1.9571 -0.2406 -1.7213
H 3.7374 -1.3536 -0.3404
H -0.5123 -0.7313 -2.9176
H 1.9817 1.4081 -0.5592
H 3.3264 0.9157 -1.4440
H 1.6639 1.3402 -2.1805
H -1.3787 1.9187 -0.6411
H -2.1991 0.8375 0.1573
H 0.1339 -1.2014 1.5383
H -1.1734 -0.3682 2.1012
H 1.5455 -1.1019 -2.0260
H 0.5930 0.4340 0.5526
*
```


# C4H8O2

One molecule with the formula C4H8O2 (the ωB97M-V functional and the def2-TZVPD basis, the OMol25 dataset).

E_tot	-8366.89705	eV
lowest unoccupied orbital energy	0.8	eV
HOMO-LUMO gap	0.3221	Eh
largest force on an atom	0.6	eV Å⁻¹

```
! wB97M-V def2-TZVPD RIJCOSX def2/J DEFGRID3
* xyz 0 1
C 0.9896 -0.6914 -0.9745
C 0.6822 0.4408 0.4611
C -0.4313 1.4421 0.1802
O -1.7656 1.0779 0.4865
C -0.0919 -1.1530 0.4178
O 0.2457 -0.4150 1.5228
H 1.0339 0.1933 -1.6078
H 0.4396 -1.4351 -1.5829
H 2.0015 -1.0516 -0.7984
H -0.4221 1.7715 -0.8630
H -0.1121 2.2946 0.8013
H -1.7398 0.7515 1.3979
H 0.2955 -2.1679 0.4638
H -1.1253 -1.0577 0.0951
*
```